18
Properties=species:S:1:pos:R:3:forces:R:3 method="wB97M-V/def2-TZVPD" gap_ev=6.1 homo_energy_ev=-2.326 charge=-1
H -0.741719 -0.749728 -1.846088 -0.43 -0.03 0.01
H -3.064595 -0.280211 -0.399722 -0.11 -0.01 -0.65
C 1.279706 1.577563 0.243689 1.10 -0.99 -0.28
C -2.216982 -0.945553 -0.139700 -0.06 0.54 0.60
C -0.926025 -0.399510 -0.819957 0.85 0.15 0.26
H 1.785706 -0.202511 1.437965 0.38 0.28 -0.09
H 0.176122 0.391678 1.626986 -0.30 0.56 0.62
H 1.025990 -1.313758 -0.633703 0.00 -0.15 0.25
O 2.215152 1.423182 -0.850952 0.03 0.43 -0.07
H -0.928965 0.689458 -0.877793 -0.30 0.14 0.00
H 1.739313 2.246990 0.981492 -0.34 0.21 -0.13
H 2.681552 0.592319 -0.758268 -0.08 -0.21 0.18
O -2.108175 -0.986522 1.211950 0.05 -0.27 -0.09
H -0.148768 -1.517597 0.773029 0.30 -0.30 -0.22
H 0.395127 1.976529 -0.224900 -0.29 0.48 0.22
H -2.405488 -1.919716 -0.648281 -0.20 -0.31 0.10
C 0.286457 -0.840573 0.028740 0.38 0.30 -0.46
C 0.955592 0.257960 0.895513 -1.00 -0.80 -0.25

---

70
Properties=species:S:1:pos:R:3:forces:R:3 method="wB97M-V/def2-TZVPD" gap_ev=8.7 homo_energy_ev=-10.086
H -4.737253 5.463493 1.239545 0.01 0.02 -0.02
O 1.284010 2.028699 -4.757814 0.04 0.14 -0.03
C 0.022866 -1.982472 -0.315750 0.47 -0.65 -1.16
O 0.673420 0.980423 2.092005 -0.38 -0.63 -0.10
O 6.419741 -2.289654 1.469840 -0.04 -0.89 0.15
H -1.031875 -1.753088 3.953369 -0.19 -0.16 -0.12
C 1.080085 -1.581701 3.363095 -0.16 0.36 -0.44
S 0.635112 3.464486 -4.559796 0.31 -0.16 -0.56
C 0.487315 -2.373260 1.046173 -0.26 0.48 0.04
C 3.325573 -3.983204 1.544455 -0.46 -0.29 -0.70
H -3.656085 4.235947 -3.103452 -0.15 0.01 0.15
H -1.497465 0.987610 0.499985 0.07 0.33 -0.04
O -3.636045 4.881453 -1.111723 -0.13 -0.10 0.13
H 1.606574 1.646558 -2.733819 -0.01 0.15 -0.09
H -1.953091 6.624516 -2.205477 0.07 -0.06 -0.01
C -1.806115 -4.236382 4.385188 0.17 0.44 -0.54
C -0.852145 0.127376 0.517318 -0.10 -0.37 -0.30
H 3.609483 -2.945740 1.394267 0.30 0.15 0.23
H 2.286633 -3.857536 -0.362911 -0.08 0.01 -0.21
O -0.398335 -4.296882 4.505521 0.04 -0.28 0.04
H 0.026994 -1.068048 5.143029 -0.13 0.20 0.12
H -1.954915 5.953678 -3.848477 0.03 -0.13 0.03
H 2.987299 -4.131178 2.565229 0.06 0.18 0.27
O 5.691337 -4.312362 0.850558 -0.11 0.25 0.23
H -2.063535 -3.963085 3.360434 -0.13 -0.02 -0.15
O 0.428164 -2.530355 -1.330766 -0.65 0.33 0.79
O -5.931899 4.604237 -1.945153 -0.09 0.13 -0.14
H 0.980312 3.607977 -6.876816 -0.02 -0.01 0.01
C -0.043796 -1.846719 4.389191 0.80 0.07 0.44
H 0.864149 5.204012 -6.088110 -0.03 0.00 0.06
H 1.601137 -0.668013 3.631674 0.09 0.14 0.04
S -5.133897 5.411165 -1.073635 0.36 -0.21 0.28
H -0.165499 -3.099210 6.168355 -0.33 0.04 0.08
H -2.224600 -3.460100 5.020776 -0.16 -0.07 0.33
C 0.167972 -3.166873 5.130760 -0.14 0.04 -0.05
H 4.659947 -5.539115 2.187404 0.33 0.01 0.16
F -1.813901 -0.821665 -1.388544 0.16 -0.19 0.13
H 1.234139 -3.362168 5.178174 0.22 -0.09 0.03
C -0.093639 0.489873 -3.418290 -0.04 0.47 -0.32
C 2.124606 -4.280273 0.619884 0.31 -0.21 0.93
H -3.403620 6.720781 -3.191299 0.00 -0.02 -0.02
H -5.434061 3.902180 0.700976 0.01 0.00 -0.02
C -2.549219 6.090724 -2.945561 -0.19 0.21 0.04
H 0.812902 -4.023347 2.316114 -0.03 -0.16 0.20
H -2.129522 4.110904 -2.247092 -0.09 -0.05 0.25
H -0.832906 1.227488 -3.106582 0.01 -0.01 0.03
H 1.822677 -2.366843 3.368899 0.07 -0.29 0.12
H -0.001319 -4.421928 0.831165 -0.22 0.04 -0.13
H -6.470060 5.350988 0.831058 -0.01 0.02 -0.06
C 1.283913 4.203002 -6.019904 0.04 -0.02 -0.06
C -2.996587 4.748798 -2.402730 0.40 0.14 -0.60
O -0.786973 3.355880 -4.691899 -0.07 0.17 0.28
C -5.473038 4.982963 0.600641 0.02 -0.03 0.06
C -0.935228 -0.839301 -0.390054 -0.11 0.36 0.59
C 1.265528 1.125310 -3.630151 -0.11 -0.42 0.45
C 0.801399 -3.821554 1.251585 0.31 0.15 -0.36
C 0.583040 -1.395742 1.962772 0.10 -0.39 -0.14
H -2.252712 -5.198791 4.598582 0.05 -0.21 0.20
O -5.135068 6.835232 -1.198068 -0.17 0.04 -0.11
H 6.377760 -3.800208 2.772036 -0.30 -0.43 0.00
H -0.025017 -0.273655 -2.658886 0.18 -0.21 0.02
H -0.452087 0.037889 -4.342998 0.03 -0.07 0.02
C 6.171044 -3.431401 1.757320 0.50 1.37 -0.49
H 2.002900 0.358401 -3.858346 0.06 0.12 -0.20
C 0.187260 -0.006766 1.569046 0.07 0.68 0.23
H 2.365941 4.248891 -5.937722 0.00 -0.01 0.02
H 2.075431 -5.362413 0.531192 -0.14 -0.20 -0.22
C 4.490710 -4.948737 1.285821 -0.35 -0.13 0.37
O 1.219708 4.091243 -3.414020 -0.26 -0.02 0.21
H 4.214425 -5.662408 0.522409 0.17 -0.04 -0.37

---

8
Properties=species:S:1:pos:R:3:forces:R:3 method="wB97M-V/def2-TZVPD" gap_ev=13.0 homo_energy_ev=-11.660
C -0.802679 0.003536 0.027731 3.35 2.55 0.97
H -1.226505 -0.912405 -0.113296 -0.90 -2.48 -0.98
H -1.194869 0.366303 0.933128 -0.44 0.57 1.42
H 0.992899 -0.441796 -1.006254 0.21 0.71 1.40
C 0.773193 0.009255 0.029490 -1.90 -3.11 -2.60
H 1.169583 -0.688703 0.723503 0.45 -0.55 0.81
H 1.283911 0.914021 0.092469 0.36 1.77 0.25
H -0.995536 0.749786 -0.686771 -1.14 0.53 -1.28

---

29
Properties=species:S:1:pos:R:3:forces:R:3 method="wB97M-V/def2-TZVPD" gap_ev="5.5 / 6.7" multiplicity=4 homo_energy_ev="-5.848 / -7.096"
C -2.020366 -1.471409 -1.475480 0.51 -0.59 -0.07
O -1.093344 2.856377 -1.067301 -0.18 0.05 -0.10
O 1.557626 0.628720 -0.970091 -0.72 0.88 1.06
H -2.400984 2.387550 1.707589 -0.06 0.03 -0.16
H -2.022426 0.999030 2.241972 -0.03 -0.08 -0.06
H -0.820929 3.755797 -0.871109 0.18 -0.04 0.02
V -0.345759 0.969380 -0.125867 0.08 -1.18 -0.85
H 2.235459 -1.046827 -1.897010 0.26 0.00 -0.08
H -3.086388 -1.569182 -1.757069 0.05 0.14 -0.07
H -0.211425 -0.979962 2.299186 -0.18 -0.12 -0.15
H 2.991669 -0.594898 1.051633 0.12 0.20 -0.19
C 2.524909 -0.329886 -1.107887 -0.10 -0.07 0.00
C 2.783115 -1.178616 0.143268 -0.23 -0.32 -0.01
H -0.752775 -2.379492 0.037471 -0.04 0.12 -0.07
C -1.807219 -2.380298 -0.258261 0.41 0.24 -0.25
H -2.040059 -3.408650 -0.546231 -0.36 -0.02 0.37
H 3.624817 -1.860198 -0.012063 -0.04 0.01 0.06
O -1.640450 -0.177427 -1.295238 0.30 1.39 0.90
H -2.388734 -1.990743 0.582922 -0.16 -0.37 0.05
H 3.489201 0.125927 -1.396606 -0.06 -0.05 -0.13
O 0.872324 2.535061 0.996598 0.36 0.15 -0.11
H 0.919997 3.043311 1.809442 -0.11 -0.12 0.10
H 1.782405 2.345826 0.716419 -0.14 -0.20 -0.29
H -1.957928 2.904923 -1.487484 0.03 -0.25 -0.14
O -1.870970 1.609496 1.515236 -0.07 0.03 0.15
H 1.087361 -0.604650 1.557659 -0.02 -0.02 -0.14
H -1.433754 -1.945718 -2.292683 -0.21 0.07 -0.06
O 0.132400 -0.453402 1.574078 0.26 0.23 0.23
H 1.892227 -1.790048 0.326906 0.14 -0.13 0.00

---

85
Properties=species:S:1:pos:R:3:forces:R:3 method="wB97M-V/def2-TZVPD" gap_ev="4.5 / 5.7" homo_energy_ev="-2.274 / -3.467" charge=-1
S 2.341366 1.505454 1.072606 1.60 -4.90 0.08
H -1.317392 -2.820231 0.594621 0.09 -0.08 -0.38
H 4.250268 -1.227933 -7.186969 0.14 0.15 0.02
H 4.399939 -2.966871 -10.281713 -0.13 0.04 0.09
H -1.896957 2.265005 5.148851 0.08 -0.05 -0.10
N -0.879552 -3.567402 -1.280322 -0.05 -0.33 -0.70
H 3.447276 -3.963738 -9.165105 0.02 0.16 -0.19
C -0.403972 2.070035 -6.929352 -0.09 0.25 -0.11
H 5.205226 1.224121 1.218421 -0.47 -0.10 0.35
C -0.040644 -4.643788 -0.769864 -0.64 0.15 0.03
C 2.539528 -1.399200 -8.478215 -0.01 -0.34 -0.55
C 3.378486 -3.235936 -9.984564 0.09 -0.52 0.00
H -1.172279 2.602328 -6.351989 0.17 -0.04 -0.08
H -2.706270 3.866779 -3.208217 -0.09 -0.18 0.06
C -3.499432 1.096091 3.198725 0.44 -0.01 0.15
H -0.160602 0.523215 2.880980 -0.02 -0.01 -0.05
C 2.600585 1.500776 -9.910009 -0.24 -0.16 -0.12
C -2.311418 -0.348875 -7.057305 -0.13 -0.08 -0.11
N -2.082114 0.936482 3.509293 -0.40 0.21 0.43
H -0.490804 -5.604363 -1.014763 -0.03 -0.19 0.07
O 0.423722 -0.546726 -7.765864 0.16 -0.27 -0.57
H -1.821953 -2.750907 -2.953458 0.12 -0.04 -0.04
H 0.579171 2.427897 -6.598300 -0.14 -0.07 -0.01
H -3.762945 2.158904 3.160465 -0.02 -0.09 -0.06
C -1.277506 -2.592308 -0.479672 -0.14 1.51 -0.09
C -1.015182 -3.448643 -2.734407 0.48 0.14 0.44
H -2.197855 0.579743 5.587870 0.09 -0.04 -0.10
H -0.116247 -1.361324 -4.837945 -0.02 0.19 -0.01
H -2.265486 2.466842 -4.212984 0.02 0.02 0.09
C -0.082463 4.159153 -3.285884 -0.15 -0.68 0.04
H 0.034683 -4.497279 0.303191 0.23 -0.18 0.07
H -3.045556 0.283428 -6.542172 0.11 -0.11 -0.04
H 1.459707 2.657198 -12.882233 -0.01 -0.04 0.06
H -4.082132 0.623247 3.995562 -0.03 -0.01 -0.18
H -1.241368 -4.444274 -3.121241 -0.06 0.05 -0.05
O 2.675858 1.083514 2.509138 -3.92 1.97 -1.20
C -2.232223 2.879567 -3.198367 0.31 0.21 0.25
H 0.764386 2.179263 -1.776293 -0.03 0.17 0.18
C 1.544148 0.654979 -9.574734 0.14 -0.17 0.25
H 2.219141 0.458560 -7.551434 -0.12 0.12 -0.09
H -2.737734 2.203052 -2.508097 0.00 0.14 -0.13
C -0.324910 2.168300 -1.877797 -0.77 -1.24 1.16
H -0.079858 -3.089311 -3.182250 -0.18 0.05 0.09
H 0.886694 4.167337 -2.791688 0.03 0.11 -0.07
H 3.414097 2.870029 -11.351211 -0.13 -0.05 -0.03
H -2.531928 -0.317478 -8.130422 0.03 0.04 0.12
H -0.646011 0.200912 -4.200330 0.10 -0.12 0.03
C 1.686533 -0.159222 -8.290642 -0.46 0.11 0.07
N -0.848465 3.029576 -2.754458 -0.29 0.44 -0.53
H -0.331713 -0.182384 -10.177355 0.04 0.18 -0.01
Cl 0.810275 -1.970124 1.479729 -0.17 0.28 -0.09
O -1.026571 1.361979 -1.219633 0.72 1.16 -1.53
H 0.057727 4.070647 -4.368026 0.00 -0.04 0.07
H -0.613852 5.094351 -3.085185 0.08 -0.08 0.09
C -0.036563 -0.276101 -4.976844 -0.23 0.10 -0.16
H -2.455801 -1.380970 -6.716965 0.02 0.15 -0.04
H 3.439675 1.529615 -9.220165 0.03 0.25 -0.16
H -0.519084 2.350980 -7.984457 -0.02 -0.04 0.16
C -1.200683 0.625575 2.550041 -0.05 -0.31 -1.61
C 0.430552 1.242900 -11.628336 0.07 -0.05 0.16
H 4.700673 0.217861 2.665644 0.09 0.17 0.13
O -1.558255 -1.426919 -0.891160 -0.28 -1.85 0.28
Cl 1.592584 -0.503272 -1.956675 -0.38 -0.07 0.16
C -1.667205 1.227419 4.882875 -0.10 -0.12 -0.56
O 0.892011 1.395971 0.714309 0.37 1.65 0.70
H 2.763904 -1.653712 -6.351949 0.02 -0.03 -0.07
H 4.589976 2.072455 2.697979 0.23 0.30 0.39
H -3.690170 0.630632 2.232402 -0.06 0.06 0.12
O 3.188307 2.490107 0.422131 -1.32 1.89 0.27
C 4.605008 1.161836 2.144617 3.79 -0.69 -0.57
C 3.336510 -1.812423 -7.270432 -0.18 -0.34 -0.12
C 2.581767 2.220104 -11.098811 -0.17 -0.17 0.12
H 0.950118 -4.597467 -1.220442 0.05 0.19 0.07
H 1.003135 -0.008627 -4.762674 -0.12 0.00 0.01
C 2.548757 -2.050575 -9.648218 -0.03 0.65 0.60
C 0.460653 0.514673 -10.437430 0.20 0.15 0.01
C 1.486881 2.092832 -11.955994 -0.06 -0.04 0.06
O -1.520647 0.454583 1.351421 -0.07 0.07 1.88
Si -0.573603 0.222791 -6.687946 0.45 -0.02 0.46
Mg -0.174885 -0.171969 -0.153551 0.97 0.26 0.34
H 3.630066 -2.867162 -7.320540 -0.07 0.22 0.07
H 2.918507 -3.721332 -10.840348 0.10 -0.32 -0.09
H -0.595456 1.058409 4.959845 0.00 0.03 0.10
H -0.425610 1.131245 -12.293206 0.24 0.09 0.07
H 1.917758 -1.694104 -10.460801 0.14 0.17 0.17

---

18
Properties=species:S:1:pos:R:3:forces:R:3 method="wB97M-V/def2-TZVPD" gap_ev=9.7 homo_energy_ev=-13.300 charge=+1
H 1.072536 -0.756209 -2.534389 -0.14 0.56 0.07
H -2.528777 1.233596 1.906139 0.46 0.11 0.38
C -1.911030 0.355242 2.152062 -1.39 0.01 -0.75
H 1.373126 -1.599105 0.166658 -0.09 -0.20 -0.16
C 0.584455 -1.076869 -0.384571 0.95 -0.08 -0.37
C -1.366975 -0.226126 0.875590 0.91 0.16 1.44
C 1.334048 -0.350581 -1.554559 0.91 -0.98 1.07
C -0.050815 -0.186011 0.646240 -0.84 -0.62 -1.43
H 2.409397 -0.495160 -1.401581 -0.20 0.01 -0.32
H -2.018034 -0.810611 0.239963 -0.02 -0.09 -0.06
H 1.409498 1.478799 -0.552220 0.12 0.33 -0.09
H -2.644806 -0.311136 2.626421 0.32 -0.15 -0.22
H -0.054504 -1.870383 -0.791176 -0.17 0.51 0.19
H 0.649509 0.425660 1.196634 -0.15 -0.03 0.68
H 0.133484 1.290678 -1.610759 0.09 0.25 0.56
N 1.139345 1.131481 -1.467845 -1.42 -0.49 -1.46
H -1.127287 0.526298 2.873062 0.13 0.47 0.08
H 1.569695 1.601513 -2.264926 0.53 0.22 0.39

---

One value per record, in order, for electronic energy: -347.5514 -2544.9607 -79.7729 -1558.6257 -3441.3858 -252.1823 Eh.